Entry 1:
The following is a quantum chemistry calculation of 2 unconnected molecules or ions with the total composition C3H5Cl in a non-equilibrium geometry, from the Open Molecules 2025 dataset.

ORCA input file:
```
! RIJCOSX wB97M-V def2-TZVPD def2/J DEFGRID3
* xyz 0 1
C 0.684 -0.001 0.383
C -0.098 0.284 1.398
C 0.230 -0.218 -1.014
Cl -0.521 0.212 2.991
H 1.737 -0.054 0.470
H -2.354 0.400 -0.098
H -0.939 -0.262 -1.056
H 0.351 0.710 -1.574
H 0.910 -1.070 -1.500
*
```

The value obtained for the largest force on an atom is 2.788 eV/Å. The frontier orbital gap (spin up / spin down) comes out at 9.4 / 7.5 eV. For the total energy, the calculation gives -15708.232 eV. The LUMO energy (spin up / spin down) comes out at 0.1 / -0.6 eV.


Entry 2:
The following is a quantum chemistry calculation of a molecular structure, C33H25F5N4O7PbS4SeTe, from the Open Molecules 2025 dataset.

ORCA input file:
```
! RIJCOSX wB97M-V def2-TZVPD def2/J DEFGRID3
* xyz 0 1
Pb 0.638 1.821 -0.902
Se 4.090 -3.621 4.231
N 4.315 -3.304 2.498
C 3.370 -2.477 2.141
C 3.214 -1.967 0.781
C 4.027 -2.392 -0.270
C 3.820 -1.879 -1.528
C 2.820 -0.927 -1.698
N 2.044 -0.513 -0.708
C 2.209 -1.035 0.517
C 1.256 -0.630 1.579
N 0.270 0.212 1.240
C -0.659 0.523 2.133
C -0.647 0.019 3.432
C 0.378 -0.818 3.803
C 1.354 -1.158 2.866
C 2.453 -2.070 3.178
N 2.665 -2.569 4.365
H 4.800 -3.123 -0.071
H 4.418 -2.194 -2.372
H 2.645 -0.461 -2.663
H -1.432 1.204 1.788
H -1.433 0.289 4.124
H 0.444 -1.232 4.801
O -0.374 -1.363 -6.803
C -0.308 -0.772 -5.767
C 0.568 0.452 -5.464
O 1.213 1.096 -6.243
C 0.449 0.688 -3.983
C -0.470 -0.217 -3.490
O -0.695 -0.164 -2.130
C -1.032 -1.133 -4.458
O -1.844 -2.016 -4.319
O 1.112 1.546 -3.335
C 2.735 5.077 -2.019
C 3.634 3.853 -2.162
S 3.576 2.564 -0.891
C 4.031 3.383 0.658
C 3.030 4.345 1.294
S 1.368 3.646 1.509
C 0.300 5.031 1.032
C 0.580 5.754 -0.288
S 0.958 4.758 -1.764
H 2.807 5.638 -2.952
H 3.084 5.735 -1.227
H 4.670 4.184 -2.250
H 3.380 3.299 -3.068
H 4.983 3.895 0.502
H 4.226 2.546 1.332
H 2.932 5.252 0.706
H 3.408 4.630 2.277
H 0.321 5.768 1.837
H -0.694 4.584 1.019
H 1.379 6.488 -0.185
H -0.326 6.302 -0.547
C -4.803 -7.898 3.576
C -4.278 -6.669 2.873
O -3.147 -6.283 2.962
S -5.530 -5.881 1.855
C -4.573 -4.636 1.038
C -4.277 -4.774 -0.313
C -3.521 -3.809 -0.959
C -3.046 -2.705 -0.251
C -3.355 -2.569 1.102
C -4.120 -3.527 1.743
C -2.223 -1.740 -0.924
C -1.522 -0.977 -1.516
H -4.343 -7.975 4.559
H -4.516 -8.772 2.989
H -5.889 -7.882 3.664
H -4.635 -5.639 -0.856
H -3.275 -3.904 -2.009
H -2.994 -1.705 1.645
H -4.361 -3.423 2.792
F -2.012 4.765 -1.595
Te -3.038 3.400 -0.832
F -2.981 2.484 -2.443
F -4.273 2.202 -0.151
F -4.486 4.295 -1.552
F -3.266 4.495 0.661
O -1.600 2.581 -0.142
*
```

The value obtained for the largest force on an atom is 0.483 eV/Å. The frontier orbital gap comes out at 6.8 eV. For the total energy, the calculation gives -189734.732 eV. The LUMO energy comes out at -1.3 eV.


Entry 3:
The following is a quantum chemistry calculation of C5H6O in the gas phase, from the Open Molecules 2025 dataset.

ORCA input file:
```
! RIJCOSX wB97M-V def2-TZVPD def2/J DEFGRID3
* xyz 0 1
C 2.279 0.261 -0.315
C 1.415 -0.522 -0.015
C 0.137 -1.145 0.351
C -0.781 0.042 0.604
C -1.147 0.870 -0.533
O -2.101 0.016 0.096
H 2.999 0.995 -0.600
H 0.224 -1.786 1.236
H -0.263 -1.745 -0.476
H -0.664 0.522 1.577
H -0.814 0.549 -1.521
H -1.283 1.942 -0.403
*
```

The value obtained for the largest force on an atom is 0.592 eV/Å. The frontier orbital gap comes out at 11.1 eV. The SMILES is C#CC[C@H]1CO1. For the total energy, the calculation gives -7326.367 eV. The LUMO energy comes out at 1.1 eV.


Entry 4:
The following is a quantum chemistry calculation of 2 unconnected molecules or ions with the total composition C6H13NOS in a non-equilibrium geometry, from the Open Molecules 2025 dataset.

ORCA input file:
```
! RIJCOSX wB97M-V def2-TZVPD def2/J DEFGRID3
* xyz 0 1
H 3.278 -2.487 -1.180
N 3.206 -1.862 -0.405
C 3.394 -0.655 -0.665
S 3.309 0.555 0.561
O 3.423 1.896 -0.324
H 3.514 -0.171 -1.685
H 2.686 2.404 -0.827
C -0.057 1.700 0.112
C -0.502 0.540 0.516
C -1.822 -0.083 0.044
C -1.573 -1.509 -0.400
C -2.869 -0.017 1.199
H 0.862 2.242 0.307
H -0.415 2.392 -0.713
H -0.104 -0.041 1.325
H -2.347 0.454 -0.809
H -0.771 -1.465 -1.109
H -1.332 -2.191 0.389
H -2.458 -1.964 -0.831
H -3.692 -0.550 0.892
H -3.250 1.048 1.340
H -2.480 -0.236 2.263
*
```

The value obtained for the largest force on an atom is 4.071 eV/Å. The frontier orbital gap comes out at 9.3 eV. The SMILES is [H]/N=C/SO.C=CC(C)C. For the total energy, the calculation gives -20802.624 eV. The LUMO energy comes out at 0.4 eV.


Entry 5:
The following is a quantum chemistry calculation of a molecular structure, C4H5F3O8S3, from the Open Molecules 2025 dataset.

ORCA input file:
```
! RIJCOSX wB97M-V def2-TZVPD def2/J DEFGRID3
* xyz 0 1
C -2.436 1.508 -1.636
S -0.739 1.240 -1.216
O -0.361 2.139 -0.175
O 0.009 1.138 -2.426
C -0.840 -0.489 -0.504
O -0.510 -1.383 -1.571
S 1.050 -1.819 -1.517
O 1.743 -1.392 -2.655
O 1.068 -3.160 -1.067
O 1.411 -0.850 -0.271
C 0.227 -0.865 0.528
S 0.283 -0.032 2.169
O 0.012 -1.092 3.084
O -0.459 1.177 2.186
C 2.094 0.367 2.352
F 2.450 1.332 1.521
F 2.273 0.757 3.608
F 2.813 -0.723 2.118
H -2.879 0.589 -2.019
H -2.411 2.266 -2.418
H -2.969 1.861 -0.754
H -1.864 -0.671 -0.185
H 0.035 -1.896 0.847
*
```

The value obtained for the largest force on an atom is 0.579 eV/Å. The frontier orbital gap comes out at 11.3 eV. For the total energy, the calculation gives -61263.658 eV. The LUMO energy comes out at 0.1 eV.


Entry 6:
The following is a quantum chemistry calculation of C5H9NO3 in the gas phase in a non-equilibrium geometry, from the Open Molecules 2025 dataset.

ORCA input file:
```
! RIJCOSX wB97M-V def2-TZVPD def2/J DEFGRID3
* xyz 0 1
H -2.681 1.570 -0.973
N -2.558 0.596 -0.699
C -1.466 0.383 -0.113
C -1.009 -0.994 0.244
C 0.561 -0.894 -0.376
C 1.746 -0.766 0.554
O 0.741 -0.673 -1.719
C -0.310 1.354 0.027
O 0.109 2.035 -0.899
O -0.053 1.657 1.327
H -1.675 -1.730 -0.208
H -0.887 -1.098 1.321
H 0.200 -1.998 -0.291
H 2.575 -1.388 0.209
H 1.485 -1.038 1.575
H 2.087 0.265 0.538
H 0.616 0.284 -1.877
H 0.520 2.437 1.358
*
```

The value obtained for the largest force on an atom is 6.573 eV/Å. The frontier orbital gap comes out at 9.8 eV. The SMILES is [H]/N=C(/C[C@H](C)O)C(=O)O. For the total energy, the calculation gives -12961.138 eV. The LUMO energy comes out at 0.5 eV.